Molecular formula: C3H10N2O
Method: DFT, ωB97M-V/def2-TZVPD

SMILES string: NCNCCO
HOMO-LUMO gap in eV: 9.7443
E_LUMO in eV: 0.988
E in eV: -8300.2398
ΔE to the lowest compared entry with this formula, charge and spin in kcal/mol: 29.15

Element x y z (Å)
O (1.87, -1.74, 0.13)
N (0.25, 0.53, 0.05)
N (-1.77, 1.72, 0.89)
C (-0.50, 1.06, 1.17)
C (1.06, -1.47, -0.99)
C (-0.19, -0.66, -0.65)
H (0.16, 1.79, 1.64)
H (0.81, 1.14, -0.53)
H (-0.75, -0.49, -1.58)
H (-0.65, 0.20, 1.83)
H (-2.33, 1.11, 0.30)
H (-0.85, -1.25, -0.01)
H (1.67, -1.03, -1.79)
H (-1.65, 2.52, 0.29)
H (2.04, -0.96, 0.67)
H (0.83, -2.46, -1.42)

Molecular formula: C3H10N2O
Method: DFT, ωB97M-V/def2-TZVPD

SMILES string: C=CN.NCO
HOMO-LUMO gap in eV: 9.1733
E_LUMO in eV: 0.967
E in eV: -8299.7534
ΔE to the lowest compared entry with this formula, charge and spin in kcal/mol: 40.37

Element x y z (Å)
O (1.62, -0.31, 1.23)
N (2.47, 0.52, -0.83)
N (-1.41, 0.43, 0.18)
C (-1.83, -0.83, -0.22)
C (-3.06, -1.30, -0.28)
C (2.02, 0.83, 0.49)
H (2.82, 1.33, 1.04)
H (2.10, -1.03, 0.85)
H (-2.14, 1.14, 0.21)
H (1.75, 0.48, -1.55)
H (-0.65, 0.49, 0.84)
H (-3.83, -0.54, -0.20)
H (3.27, 1.05, -1.12)
H (-3.32, -2.31, -0.57)
H (-1.02, -1.52, -0.48)
H (1.22, 1.58, 0.41)

Molecular formula: C3H10N2O
Method: DFT, ωB97M-V/def2-TZVPD

SMILES string: NC=O.CNC
HOMO-LUMO gap in eV: 10.0682
E_LUMO in eV: 0.778
E in eV: -8300.3337
ΔE to the lowest compared entry with this formula, charge and spin in kcal/mol: 26.99

Element x y z (Å)
O (1.60, 3.16, -4.03)
N (1.53, 1.31, -2.71)
N (-1.11, -1.07, 1.21)
C (-1.60, -0.42, 2.43)
C (0.99, 2.24, -3.56)
C (0.25, -1.60, 1.40)
H (-1.04, 0.50, 2.56)
H (0.91, -0.84, 1.83)
H (0.92, 0.84, -2.07)
H (0.59, -1.88, 0.45)
H (-1.48, -1.07, 3.31)
H (-2.65, -0.15, 2.30)
H (0.28, -2.36, 2.20)
H (-0.06, 1.95, -3.77)
H (-1.66, -1.91, 1.07)
H (2.53, 1.30, -2.62)

Molecular formula: C3H10N2O
Method: DFT, ωB97M-V/def2-TZVPD

SMILES string: NC=O.CCN
HOMO-LUMO gap in eV: 10.0669
E_LUMO in eV: 0.875
E in eV: -8300.6753
ΔE to the lowest compared entry with this formula, charge and spin in kcal/mol: 19.11

Element x y z (Å)
O (-0.78, 1.37, -1.72)
N (-1.16, -0.06, -3.46)
N (1.75, -0.31, 0.59)
C (-1.39, 0.46, -2.21)
C (0.72, 0.45, 1.32)
C (0.25, -0.19, 2.61)
H (1.03, -0.46, 3.32)
H (1.00, 1.49, 1.43)
H (-0.43, 0.26, -4.07)
H (-1.51, -0.98, -3.64)
H (2.47, -0.56, 1.25)
H (-0.25, -1.13, 2.33)
H (-0.56, 0.33, 3.13)
H (-0.17, 0.59, 0.69)
H (1.29, -1.15, 0.27)
H (-2.25, -0.12, -1.83)

Molecular formula: C3H10N2O
Method: DFT, ωB97M-V/def2-TZVPD

HOMO-LUMO gap in eV: 10.2713
E_LUMO in eV: 0.914
E in eV: -8297.2062
ΔE to the lowest compared entry with this formula, charge and spin in kcal/mol: 99.11

Element x y z (Å)
O (-1.61, 0.35, 0.23)
N (-0.07, 0.12, -1.47)
N (2.35, -0.41, 0.11)
C (-1.27, -0.14, -0.80)
C (0.62, 1.21, -0.71)
C (1.35, 0.60, 0.49)
H (1.38, 1.64, -1.37)
H (-1.99, -0.54, -1.52)
H (-0.04, 2.02, -0.41)
H (2.48, -1.05, 0.87)
H (2.02, -0.85, -0.73)
H (0.59, 0.11, 1.11)
H (-3.70, -2.23, 1.77)
H (-0.08, -0.70, -0.66)
H (-3.73, -1.49, 1.86)
H (1.70, 1.35, 1.21)

Molecular formula: C3H10N2O
Method: DFT, ωB97M-V/def2-TZVPD

HOMO-LUMO gap in eV: 7.4396
E_LUMO in eV: 0.472
E in eV: -8298.4723
ΔE to the lowest compared entry with this formula, charge and spin in kcal/mol: 69.91

Element x y z (Å)
O (-1.18, 1.26, -0.06)
N (1.34, -1.19, 0.55)
N (1.62, 0.98, -0.24)
C (0.37, -2.20, 1.04)
C (0.91, -0.10, -0.02)
C (-2.08, 1.59, -1.05)
H (-0.02, -1.89, 2.01)
H (-1.64, 1.61, -2.07)
H (-0.22, 0.12, -0.22)
H (1.04, 1.80, -0.38)
H (2.55, 1.14, 0.10)
H (-2.94, 0.89, -1.12)
H (2.28, -1.21, 0.95)
H (0.91, -3.14, 1.14)
H (-0.41, -2.24, 0.29)
H (-2.53, 2.59, -0.91)

Molecular formula: C3H10N2O
Method: DFT, ωB97M-V/def2-TZVPD

SMILES string: NCCCON
HOMO-LUMO gap in eV: 10.3918
E_LUMO in eV: 1.086
E in eV: -8297.0451
ΔE to the lowest compared entry with this formula, charge and spin in kcal/mol: 102.83

Element x y z (Å)
O (-0.64, 0.51, -2.20)
N (0.11, 1.62, -2.05)
N (0.50, -0.58, 2.61)
C (0.17, -0.99, 1.17)
C (-0.11, -0.30, -1.12)
C (-0.41, 0.18, 0.29)
H (0.80, -1.47, 3.08)
H (1.14, -1.24, 0.77)
H (0.66, 2.08, -2.97)
H (-0.59, 2.44, -1.75)
H (0.90, -0.48, -1.31)
H (-1.45, 0.57, 0.35)
H (-0.32, -0.29, 3.13)
H (-0.51, -1.92, 1.08)
H (0.47, 1.03, 0.28)
H (-0.70, -1.15, -1.35)

Molecular formula: C3H10N2O
Method: DFT, ωB97M-V/def2-TZVPD

SMILES string: [H]/N=C/NC.CO
HOMO-LUMO gap in eV: 9.1983
E_LUMO in eV: 0.714
E in eV: -8298.8351
ΔE to the lowest compared entry with this formula, charge and spin in kcal/mol: 61.55

Element x y z (Å)
O (1.64, 1.34, 0.90)
N (0.80, -2.17, 0.11)
N (-0.97, -0.75, 0.64)
C (1.93, 1.66, -0.44)
C (-0.38, -1.74, -0.10)
C (-2.11, -0.10, -0.08)
H (0.83, 1.71, 1.19)
H (-1.16, -2.31, -0.64)
H (-2.44, 0.75, 0.52)
H (0.82, -3.16, 0.33)
H (1.79, 2.73, -0.62)
H (-0.44, -0.08, 1.17)
H (2.98, 1.47, -0.64)
H (-2.92, -0.81, -0.22)
H (1.32, 1.09, -1.14)
H (-1.69, 0.36, -0.97)